An isolated molecule of C2H3IOS, computed with ωB97M-V/def2-TZVPD.

Highest occupied orbital energy (alpha / beta) = -8.009 / -8.016 eV
E = -849.0096 hartree
Kohn-Sham gap (alpha / beta) = 7.0 / 7.0 eV

Geometry (Å):
C: 0.74 -1.08 0.02
H: -2.34 -0.03 0.46
O: -0.53 -0.80 -0.12
I: 4.26 0.96 0.49
C: -1.52 0.34 -0.18
H: -1.04 1.23 0.27
H: -1.81 0.37 -1.34
S: 2.24 -0.99 0.41

natural (NBO) atomic charge list, values in e, 4 entries:
1. C 0.159
2. H 0.221
3. O -0.508
4. I -0.511

=====

A cluster of 2 separate species, C4H12 in total, computed with ωB97M-V/def2-TZVPD.

Highest occupied orbital energy = -11.372 eV
E = -159.5388 hartree
SMILES = CC.CC
Kohn-Sham gap = 12.5 eV

Geometry (Å):
H: 1.43 1.36 1.88
H: -2.73 -0.56 -0.14
H: 1.33 0.23 -0.55
H: -0.90 -2.92 -0.39
H: 1.38 2.93 1.16
H: 0.71 1.85 -0.78
H: 2.44 1.65 -0.84
C: -2.34 -1.45 -0.68
H: -2.09 -1.30 -1.79
H: -0.25 -1.16 -0.36
H: 2.84 1.90 1.23
H: -0.99 -1.81 1.02
H: -3.17 -2.06 -0.44
C: 1.54 1.28 -0.31
C: -1.07 -1.88 -0.08
C: 1.87 1.93 1.07

natural (NBO) atomic charge list, values in e, 4 entries:
1. H 0.197
2. H 0.202
3. H 0.214
4. H 0.203

=====

A structure of composition C7H13BCl5NO3S2Si, computed with ωB97M-V/def2-TZVPD.

Highest occupied orbital energy = -9.000 eV
E = -3966.6754 hartree
Kohn-Sham gap = 8.5 eV

Geometry (Å):
C: -4.81 -2.58 -0.30
O: -0.93 -1.95 -0.88
O: -0.41 1.41 4.04
C: -1.06 -1.08 -3.32
H: 1.22 3.15 0.57
H: 2.10 2.71 3.28
S: 1.65 -3.48 0.92
C: 2.60 1.49 0.18
Cl: -4.93 -3.79 0.99
H: -2.00 -1.70 -3.25
O: -1.01 1.60 1.76
C: 1.60 2.09 2.50
C: 2.06 2.66 1.10
C: 1.39 0.47 0.00
Cl: -3.93 -3.27 -1.67
H: -1.42 -0.02 -3.41
Cl: -6.44 -2.11 -0.82
Si: 1.57 -0.63 -1.57
H: 1.98 1.04 2.62
H: 2.87 3.42 1.27
H: 1.23 -0.14 0.92
H: -0.50 -1.38 -4.23
H: 2.14 0.21 -2.64
C: 2.32 -2.58 -0.23
H: 2.86 1.86 -0.84
Cl: -0.85 4.10 3.15
Cl: -3.95 -1.15 0.31
N: 2.73 -1.95 -1.16
B: -0.26 -1.28 -1.95
H: 0.50 1.12 -0.22
H: 3.51 1.00 0.59
S: -0.19 2.17 2.81
H: -1.64 -1.39 -0.52

natural (NBO) atomic charge list, values in e, 4 entries:
1. C -0.221
2. O -0.938
3. O -0.904
4. C -1.034

=====

A structure of composition C21H28AsCuN3OSi2, computed with ωB97M-V/def2-TZVPD.

Highest occupied orbital energy (alpha / beta) = -4.593 / -4.672 eV
E = -5511.7845 hartree
Net charge = -1
Kohn-Sham gap (alpha / beta) = 7.0 / 7.1 eV

Geometry (Å):
C: 16.45 17.94 8.30
H: 9.11 17.17 10.45
H: 10.99 11.21 6.76
H: 5.81 13.45 5.50
H: 10.02 13.26 11.25
H: 7.49 12.75 10.09
H: 6.48 15.05 5.61
N: 18.35 19.91 10.49
C: 11.43 11.53 8.87
C: 12.17 7.33 8.89
H: 15.40 16.95 6.73
O: 12.93 13.85 9.78
Si: 8.63 14.85 9.88
H: 9.22 14.32 4.54
C: 7.87 11.62 7.26
C: 12.18 9.52 10.04
C: 17.51 19.20 10.17
Si: 8.14 13.32 6.49
H: 11.47 8.81 6.81
H: 12.15 11.45 10.90
H: 10.59 14.95 11.38
C: 6.44 14.09 6.11
H: 13.90 16.30 10.68
As: 9.49 14.88 7.72
H: 8.76 11.36 7.82
H: 17.14 18.43 7.59
C: 11.54 9.39 7.70
H: 13.74 14.84 7.52
C: 15.58 17.66 10.55
H: 7.58 17.03 9.59
N: 12.55 15.03 9.35
C: 7.11 13.77 10.03
H: 9.09 14.37 12.25
H: 7.03 11.64 7.95
C: 15.44 17.13 7.81
C: 11.91 10.89 10.01
H: 6.31 13.89 9.25
C: 12.00 8.77 8.87
H: 12.60 9.05 10.91
C: 14.51 16.50 8.66
C: 8.21 16.59 10.39
H: 7.72 10.86 6.52
H: 8.86 12.60 4.16
H: 10.31 13.08 5.23
H: 7.71 16.62 11.39
C: 16.52 18.23 9.68
N: 12.22 6.19 8.98
C: 13.38 15.59 8.22
C: 9.68 14.29 11.33
H: 5.99 14.24 7.08
C: 11.31 10.76 7.70
H: 12.66 16.17 7.63
C: 14.62 16.76 10.03
C: 9.25 13.27 4.93
H: 15.64 17.84 11.64
Cu: 11.34 13.53 8.71
H: 6.68 13.90 11.01

natural (NBO) atomic charge list, values in e, 4 entries:
1. C -0.172
2. H 0.233
3. H 0.202
4. H 0.222